# 1
C28H26ClMoPS4Sb | ωB97M-V with the def2-TZVPD basis set

ORCA input file:
```
! wB97M-V def2-TZVPD RIJCOSX def2/J DEFGRID3
* xyz 1 1
Mo -0.93534 0.44968 0.97872
Cl 2.52045 -0.13066 0.18569
C 2.90967 1.55355 0.42803
C 4.19747 1.84881 0.82349
C 4.55976 3.17383 1.01699
C 3.63885 4.18723 0.81603
C 2.34221 3.87976 0.42664
C 1.95558 2.55771 0.22181
P 0.26304 2.20504 -0.34018
C 0.35108 2.00924 -2.12646
C 1.47730 2.46061 -2.80567
C 1.50413 2.44194 -4.19206
C 0.39817 1.99578 -4.89975
C -0.72890 1.54506 -4.22475
C -0.74898 1.52550 -2.83592
C -0.64638 3.74383 -0.07231
C -0.99675 4.54529 -1.15297
C -1.66788 5.74442 -0.93380
C -1.98947 6.13507 0.35858
C -1.64490 5.32678 1.43825
C -0.97473 4.13252 1.22492
H 4.90979 1.04824 0.97606
H 5.57123 3.40912 1.32962
H 3.92372 5.22240 0.96728
H 1.62569 4.67828 0.27684
H 2.32968 2.83970 -2.25488
H 2.38265 2.79117 -4.71844
H 0.41450 1.99703 -5.98495
H -1.59194 1.20245 -4.77723
H -1.63071 1.16650 -2.32506
H -0.75247 4.23995 -2.16415
H -1.94228 6.36911 -1.77756
H -2.51780 7.06875 0.52698
H -1.90681 5.61951 2.44790
H -0.71802 3.51382 2.07402
S -2.58467 3.04867 4.45865
Sb -2.51423 0.94825 3.81371
S -3.02627 0.97838 1.12643
S -0.07219 0.46181 3.00046
S -3.30854 -0.98819 4.47512
C -0.58529 -3.62196 -0.61128
C -1.52306 -2.44751 -0.28403
C -2.43511 -2.89424 0.87750
C -0.65841 -1.28266 0.21537
C -2.35471 -2.04238 -1.50962
C -1.80494 -2.11332 -2.78951
C -2.57239 -1.82331 -3.91068
C -3.89446 -1.41479 -3.76915
C -4.44079 -1.30579 -2.49686
C -3.67912 -1.62854 -1.37914
H -0.09249 -3.96596 0.30127
H 0.19145 -3.35146 -1.32825
H -1.15872 -4.45303 -1.02736
H -1.83047 -3.25695 1.70988
H -3.07134 -3.71444 0.52555
H -3.06802 -2.09976 1.25727
H 0.36844 -1.57949 0.44975
H -0.77650 -2.43125 -2.92953
H -2.13174 -1.91853 -4.89872
H -4.49771 -1.19487 -4.64318
H -5.47452 -1.00021 -2.36987
H -4.14480 -1.58098 -0.40374
*
```

Results
LUMO energy ... -4.9878 eV
HOMO energy ... -0.428 hartree
Max |F| ... 1.23 eV Å⁻¹



# 2
C28H27BrN3P2Sr | ωB97M-V with the def2-TZVPD basis set

ORCA input file:
```
! wB97M-V def2-TZVPD RIJCOSX def2/J DEFGRID3
* xyz 1 1
Sr -1.49176 -0.43916 -0.17830
N 1.51205 1.27440 0.45598
P 1.19251 -0.46367 0.39098
C 2.38437 -1.06677 -0.81531
C 2.02915 -1.30393 -2.13897
C 2.99927 -1.62288 -3.08042
C 4.32930 -1.71330 -2.70098
C 4.69435 -1.49919 -1.37745
C 3.72850 -1.17687 -0.43712
C 1.75575 -1.24239 1.93369
C 1.46321 -2.60161 2.07940
C 1.68306 -3.22710 3.29917
C 2.18226 -2.50608 4.37756
C 2.48588 -1.15989 4.22965
C 2.26393 -0.52448 3.01333
P 0.17850 1.96908 -0.44464
C 0.42469 3.75328 -0.17996
C 0.08182 4.46224 0.97134
C 0.46408 5.78969 1.09322
C 1.19300 6.41601 0.08479
C 1.53373 5.71638 -1.06219
C 1.14302 4.38958 -1.19469
C -1.19326 1.55541 0.81753
C -0.85461 0.62151 1.85568
C -1.83009 -0.29563 2.33632
C -3.13923 -0.24012 1.84079
C -3.52522 0.79467 0.94916
C -2.56272 1.66506 0.40563
H 2.41480 1.53182 0.06287
H 0.99226 -1.27800 -2.43954
H 2.71406 -1.80872 -4.10779
H 5.08596 -1.96045 -3.43462
H 5.73145 -1.58647 -1.07882
H 4.01938 -1.02461 0.59553
H 1.07213 -3.17167 1.24353
H 1.45399 -4.27884 3.41330
H 2.33332 -2.99364 5.33226
H 2.89154 -0.60229 5.06416
H 2.49346 0.52949 2.90502
H -0.47422 3.99508 1.77121
H 0.19823 6.33842 1.98744
H 1.49022 7.45092 0.19474
H 2.09918 6.19551 -1.85074
H 1.39735 3.85228 -2.10235
H 0.05300 0.78293 2.41848
H -1.54577 -1.00615 3.10317
H -3.88355 -0.92720 2.22041
H -4.56648 0.90791 0.67999
H -2.83875 2.40342 -0.34108
C -2.77561 -1.62426 -3.90884
C -3.67172 -1.98025 -2.77533
N -3.73115 -1.41727 -1.59876
C -4.63803 -2.14991 -0.86107
C -5.12041 -3.17772 -1.59526
N -4.50004 -3.05565 -2.82585
H -2.11007 -0.81410 -3.62768
H -3.33831 -1.29841 -4.78623
H -2.14783 -2.46900 -4.18926
H -4.90001 -1.88968 0.15143
H -5.83154 -3.95469 -1.38151
H -4.58721 -3.68767 -3.60094
Br -0.90522 -3.15536 -1.16205
*
```

Results
LUMO energy ... -4.0456 eV
HOMO energy ... -0.393 hartree
Max |F| ... 10.48 eV Å⁻¹



# 3
C28H27CoGeN6S2 | ωB97M-V with the def2-TZVPD basis set

ORCA input file:
```
! wB97M-V def2-TZVPD RIJCOSX def2/J DEFGRID3
* xyz 0 3
Co 1.59905 -0.23119 0.53689
S 1.72230 0.04109 2.76623
C 0.67958 1.36556 2.39542
S 0.25661 1.63318 0.61455
C 0.11555 2.20993 3.41669
C -0.63447 3.36391 3.16657
N -1.31430 4.29102 2.89313
C 0.33344 1.91010 4.78093
N 0.46706 1.51061 5.86404
C 2.83263 -0.65773 -2.12189
N 3.13736 -0.64952 -0.64427
C 4.30333 0.26868 -0.37918
N 5.50294 -0.15478 -1.10679
C 5.15881 -0.22439 -2.52943
N 4.01620 -1.14327 -2.85227
C 4.36328 -2.48199 -2.44215
N 4.68673 -2.54275 -0.98940
C 3.50526 -2.06950 -0.25233
C 5.80044 -1.58189 -0.76019
H 2.56954 0.35505 -2.46247
H 1.94528 -1.25510 -2.25246
H 4.44573 0.29572 0.70389
H 4.03348 1.32778 -0.60973
H 6.05559 -0.65689 -3.07452
H 4.89367 0.77105 -2.87755
H 5.23061 -2.87236 -2.95701
H 3.53225 -3.21799 -2.68366
H 3.81271 -2.08644 0.82591
H 2.70782 -2.75999 -0.48809
H 6.58521 -1.86859 -1.42894
H 6.11028 -1.61310 0.30111
C -2.79089 2.92552 -3.79583
C -1.69453 2.09045 -3.63691
C -1.54232 1.28864 -2.49700
C -2.45267 1.41601 -1.46581
C -3.60446 2.21255 -1.64970
C -3.75122 2.99030 -2.80167
Ge -1.91885 0.66674 0.28318
C -1.88356 -1.29175 0.10182
C -3.08902 -1.91610 -0.21039
C -3.22767 -3.31768 -0.11712
C -2.13097 -4.09780 0.33492
C -0.93532 -3.45784 0.56033
C -0.77237 -2.09828 0.33456
C -3.15121 1.01430 1.73099
C -3.38455 0.08201 2.72351
C -4.24758 0.32043 3.75378
C -4.81375 1.55082 3.91865
C -4.43475 2.61550 3.05069
C -3.57532 2.33998 1.97326
H -2.83788 3.60010 -4.64976
H -0.97101 2.05267 -4.39883
H -0.72087 0.54322 -2.44364
H -4.25191 2.34734 -0.83151
H -4.63143 3.64568 -2.97450
H -3.95605 -1.27983 -0.50653
H -4.26045 -3.66082 -0.17240
H -2.16121 -5.18254 0.44681
H -0.09220 -4.04454 0.97061
H 0.21664 -1.63457 0.39285
H -2.83137 -0.88924 2.74865
H -4.53998 -0.50405 4.40969
H -5.63501 1.67075 4.63758
H -4.93588 3.61225 3.20142
H -3.44430 3.11359 1.22526
*
```

Results
LUMO energy (spin up / spin down) ... -0.4018 / -0.3828 eV
Expectation value of S² ... 2.014
HOMO energy (spin up / spin down) ... -0.289 / -0.279 hartree
Max |F| ... 4.33 eV Å⁻¹



# 4
C28H27LuN3SSi | ωB97M-V with the def2-TZVPD basis set

ORCA input file:
```
! wB97M-V def2-TZVPD RIJCOSX def2/J DEFGRID3
* xyz 1 1
C 0.03079 2.79844 2.18628
C 0.30997 2.68042 0.78599
C -0.94870 2.50248 0.11926
H 1.28471 2.76995 0.29400
C -1.99036 2.45335 1.10574
C -1.38164 2.66584 2.38044
H -1.92504 2.75715 3.32486
H 0.75776 3.03215 2.95939
H -1.06879 2.47847 -0.96318
H -3.05912 2.37179 0.89133
Lu -0.56872 0.59555 1.46433
C 2.30590 -2.76060 -1.24087
H 2.38153 -1.89600 -0.57512
H 1.65218 -3.54779 -0.86063
H 3.31081 -3.19966 -1.21617
Si 0.32253 -0.01866 -2.35559
C 1.48778 -0.35197 -3.83866
C 2.40098 0.67030 -4.19527
H 2.35907 1.63684 -3.68424
C 3.34327 0.47941 -5.22124
H 4.02880 1.28644 -5.50651
C 3.41639 -0.74926 -5.89121
H 4.18153 -0.90885 -6.66025
C 2.48388 -1.75248 -5.60842
H 2.54722 -2.70076 -6.16308
C 1.50325 -1.53617 -4.62056
H 0.72313 -2.29097 -4.49583
C -1.20313 0.71968 -3.21260
C -1.13769 1.07036 -4.58879
H -0.29646 0.71804 -5.19710
C -2.14193 1.82501 -5.21715
H -2.05155 2.05856 -6.28470
C -3.25816 2.24915 -4.48572
H -4.01024 2.87625 -4.97095
C -3.40466 1.81358 -3.16295
H -4.31451 2.09213 -2.63103
C -2.42136 1.01849 -2.55720
H -2.59706 0.60065 -1.56673
H 2.13623 -2.59451 -2.32385
H 0.65316 -1.35844 -1.38871
N -0.23831 -2.00390 4.92511
C 0.15657 -0.97213 5.77309
C 0.47963 -1.02040 7.11253
C 0.71566 0.20637 7.74501
C 0.64116 1.41221 7.02907
C 0.32303 1.43185 5.66398
C 0.09750 0.20429 5.02885
N -0.30672 -0.13868 3.71912
C -0.52637 -1.48655 3.71496
C -0.99397 -2.25538 2.58160
C -1.25575 -3.59817 2.47766
S -1.69080 -4.00313 0.84962
C -1.50968 -2.37059 0.34713
N -1.17220 -1.56092 1.37543
H -0.32829 -2.98830 5.16653
H 0.54542 -1.98875 7.60596
H 0.96431 0.22294 8.80248
H 0.83312 2.34079 7.55501
H 0.19225 2.34222 5.08544
H -1.16445 -4.30516 3.29091
H -1.60384 -2.02298 -0.67680
*
```

Results
LUMO energy (spin up / spin down) ... -3.3432 / -3.8771 eV
HOMO energy (spin up / spin down) ... -0.336 / -0.280 hartree
Max |F| ... 2.98 eV Å⁻¹



Number 1: molar mass 774.91 g mol⁻¹. Number 2: molar mass 635.02 g mol⁻¹. Number 3: molar mass 643.24 g mol⁻¹. Number 4: molar mass 640.67 g mol⁻¹.